ORCA calculation (wB97M-V/def2-TZVPD) on BBrClH in the gas phase at a distorted geometry.

Computed properties:
HOMO energy, eV: -10.6
Frontier orbital gap, eV: 9.74
SMILES string: ClBBr
Lowest unoccupied orbital energy, eV: -0.9

Geometry (Å):
Cl -0.5126 0.1183 -1.6424
B -0.1792 -0.2776 0.0139
Br -0.0658 1.0087 1.5519
H 0.7576 -0.8493 0.0765